{"formula": "C10H8Cl2N3O3ReSSbSe4", "method": "ωB97M-V with the def2-TZVPD basis set", "elements": ["Re", "N", "C", "S", "N", "N", "C", "C", "C", "C", "C", "C", "C", "O", "H", "H", "H", "H", "H", "H", "H", "Se", "Sb", "Se", "Se", "Se", "Cl", "C", "Cl", "C", "O", "O", "H"], "xyz": [[5.1427, 11.0231, 5.1030], [3.3156, 12.8895, 8.4184], [3.5280, 11.9497, 7.4553], [3.6693, 12.5750, 5.7719], [3.5979, 10.6959, 7.6838], [4.0861, 10.0157, 6.5195], [3.9135, 8.7330, 6.5955], [4.2392, 7.8223, 5.5862], [4.1412, 6.4423, 5.9212], [4.3094, 5.5042, 4.9744], [4.4606, 5.9086, 3.6452], [4.5213, 7.2331, 3.2735], [4.5051, 8.2333, 4.2825], [4.8030, 9.4359, 3.9122], [3.3624, 13.8480, 8.0940], [3.3612, 12.6300, 9.3998], [3.5470, 8.3357, 7.5239], [3.8981, 6.2033, 6.9133], [4.3901, 4.4091, 5.1017], [4.5790, 5.0814, 2.8883], [4.5706, 7.5892, 2.2450], [6.8021, 15.2153, 6.8139], [8.9606, 14.8301, 6.0102], [6.2194, 11.8888, 3.2546], [5.9817, 14.2947, 3.5178], [8.3147, 14.5375, 3.2994], [8.2448, 11.0580, 9.0334], [8.3959, 10.3772, 7.4509], [9.7691, 11.1884, 6.6103], [7.1453, 10.6018, 6.5705], [6.9953, 9.8810, 5.5933], [6.3834, 11.5828, 6.8089], [8.6222, 9.2984, 7.4840]], "forces_ev_per_a": [[0.3069, -1.5795, 0.6488], [0.0132, -0.5992, -1.0184], [-0.3916, 1.1176, 0.2452], [0.5416, 0.3339, -0.3293], [0.8215, -0.8929, -0.7821], [-0.9335, 0.4918, 1.5281], [0.5910, -0.3567, 0.1443], [-0.3937, -0.3689, 0.6571], [-0.0666, 0.7945, -0.5858], [0.5068, -1.5498, -0.7190], [0.4151, -0.4452, -1.7189], [-0.1729, 0.1329, 0.1366], [0.1133, -1.9352, -0.9217], [-0.1584, 2.5613, 0.7783], [-0.0759, -0.1985, 0.6305], [-0.0382, 0.2555, -0.4471], [-0.3585, 0.0274, 0.3712], [-0.1268, -0.3764, 1.2626], [-0.4113, 0.8612, 0.6072], [-0.2586, 1.2312, 0.6857], [0.2376, -0.3366, 0.2014], [0.6807, -0.1470, 0.0296], [-1.0241, 0.0108, -0.8225], [-0.1955, 1.7853, -0.1155], [1.0176, -0.7251, -0.5422], [-0.3819, 0.0672, 0.9976], [-0.2737, -0.0529, 0.5060], [0.0197, -0.1897, -0.6478], [-0.3170, -0.2562, -0.1538], [2.4382, 0.8650, 2.1331], [-0.9146, -0.7001, -1.4749], [-1.1448, -0.4038, -1.3469], [-0.0657, 0.5781, 0.0626]], "lumo_ha": [-0.2134, -0.2050], "multiplicity": 1, "energy_ha": -12018.49741, "homo_energy_ev": [-11.2, -11.2], "mol_weight_g_mol": 944.972, "homo_lumo_gap_ev": [5.39, 5.63], "total_charge": 1, "relative_energy_kj_mol": 0.00}



{"formula": "C10H8Cl3N5O4STe4Ti", "method": "ωB97M-V with the def2-TZVPD basis set", "elements": ["Ti", "O", "C", "O", "C", "C", "C", "C", "C", "N", "C", "O", "O", "H", "H", "H", "N", "N", "C", "N", "S", "H", "H", "H", "H", "H", "Te", "Te", "Te", "Te", "Cl", "C", "Cl", "Cl", "C", "N"], "xyz": [[0.2439, -0.2801, -0.0860], [-2.1221, 0.6401, 3.1163], [-1.6454, 0.1654, 2.1006], [-0.7335, 0.7553, 1.3468], [-2.0483, -1.1431, 1.5117], [-2.9719, -2.0356, 1.9911], [-3.2569, -3.2015, 1.2631], [-2.5878, -3.4114, 0.0344], [-1.6671, -2.4998, -0.3923], [-1.3774, -1.3810, 0.3372], [-0.8587, -2.5241, -1.6458], [-0.9944, -3.3605, -2.5264], [-0.0386, -1.5048, -1.6886], [-3.4669, -1.8055, 2.9262], [-3.9752, -3.9222, 1.6302], [-2.7759, -4.2799, -0.5835], [-0.8936, 1.3313, -1.3778], [-0.1358, 2.3031, -2.0359], [1.1804, 2.0994, -2.2638], [1.7781, 3.1098, -2.9619], [2.0010, 0.7578, -1.7204], [-1.4554, 0.7947, -2.0304], [-1.4504, 1.7453, -0.6347], [-0.6099, 3.0353, -2.5413], [1.5311, 4.0452, -2.6141], [2.7840, 3.0183, -2.9370], [1.6641, 4.3735, 3.3033], [2.8985, 6.6452, 3.1899], [1.8379, 6.0224, -0.6141], [0.7040, 4.0128, 0.7201], [4.6932, -3.5865, 1.0141], [3.7022, -2.1882, 0.7830], [4.5748, -0.7550, 0.3649], [1.5707, -3.7012, 1.3621], [2.3589, -2.1435, 0.9146], [1.5423, -1.1310, 0.7443]], "forces_ev_per_a": [[3.0294, 1.3310, -0.4806], [-0.0892, -0.9095, -0.6746], [0.9911, 2.0335, 0.4431], [-0.4884, -0.9786, 0.3038], [0.9698, -0.6581, -2.0036], [-0.6134, -0.7419, 0.0626], [0.9305, 0.6862, -0.6711], [-0.9828, -0.5108, 0.9027], [0.4951, 1.7094, 1.2305], [-2.8198, -2.2188, 1.3657], [1.0749, 0.4059, -1.3717], [-0.2907, 0.1977, 0.7731], [-0.5856, -0.6210, 0.2524], [0.0247, -0.0163, -0.0285], [0.0043, 0.0209, -0.0143], [-0.0038, 0.0165, 0.0364], [0.1495, 0.0255, 0.0444], [0.0682, -0.5069, -0.3993], [-0.2630, 0.9848, -0.1798], [-0.0493, -0.7222, 0.3928], [-0.0083, -0.4421, 0.4126], [-0.0790, 0.1029, -0.0666], [0.0450, 0.3013, -0.0240], [0.0043, 0.1474, 0.2279], [-0.1268, 0.4103, 0.1413], [0.0327, 0.0031, -0.0398], [-0.3216, -0.8288, 0.4019], [0.5209, 0.9501, 0.1237], [-0.0241, 0.0075, -0.6245], [-0.3578, -0.2899, -0.1247], [-0.1309, 0.0563, -0.0084], [-0.0081, 0.2621, 0.0122], [-0.1726, -0.1594, 0.0535], [-0.0392, 0.1737, -0.0391], [0.7086, -0.7000, 0.1087], [-1.5945, 0.4783, -0.5388]], "lumo_ha": 0.0924, "multiplicity": 1, "energy_ha": -4661.16167, "homo_energy_ev": 0.2, "mol_weight_g_mol": 958.898, "homo_lumo_gap_ev": 2.28, "total_charge": -2, "relative_energy_kj_mol": 215.11}



{"formula": "C10H8Co2NO7", "method": "ωB97M-V with the def2-TZVPD basis set", "elements": ["C", "N", "O", "H", "H", "H", "H", "H", "O", "C", "Co", "C", "O", "C", "O", "C", "C", "C", "Co", "C", "O", "C", "O", "C", "O", "H", "H", "H"], "xyz": [[1.0790, -1.3837, 0.5920], [0.7113, 0.0130, 0.5784], [0.1591, 0.2022, -0.7481], [1.7185, -1.5136, 1.4612], [0.2205, -2.0654, 0.6490], [1.6367, -1.6126, -0.3151], [-0.0940, 0.1364, 1.1814], [0.0203, 1.1565, -0.8069], [-4.6100, 3.9846, -0.3939], [-5.1676, 3.3439, 0.3972], [-5.9022, 2.2445, 1.5496], [-5.1696, 2.7646, 3.0724], [-4.6627, 3.0986, 4.0629], [-7.6308, 2.5829, 1.5166], [-8.7669, 2.8148, 1.4817], [-5.2110, 0.4805, 0.8425], [-3.9181, 0.0851, 1.1990], [-2.6146, 0.1478, 0.9128], [-5.1553, -0.5820, 2.2832], [-4.3258, -0.2904, 3.8373], [-3.8859, -0.2260, 4.9051], [-4.8385, -2.3559, 2.1268], [-4.6626, -3.4952, 2.1194], [-6.8606, -0.5931, 2.8401], [-7.9307, -0.6400, 3.2698], [-5.6634, 0.2878, -0.1504], [-1.8892, -0.2853, 1.6072], [-2.2662, 0.6301, 0.0033]], "forces_ev_per_a": [[-0.0185, -0.2118, 0.2522], [-0.0057, 0.3433, -0.6731], [-0.0870, 0.2567, 0.0295], [0.0833, -0.2874, 0.0763], [0.0530, 0.0555, -0.0366], [0.0990, 0.0793, 0.0957], [-0.0607, -0.0484, 0.1459], [0.1304, -0.1325, 0.0009], [-0.8282, -0.2609, 1.0709], [0.9094, -0.9048, -1.1381], [0.3618, -1.1695, 1.0571], [1.3678, 0.6002, 1.8703], [-0.7414, -0.3318, -1.2796], [-2.0046, -0.0389, -0.5420], [1.1704, -0.0679, 0.1369], [0.4977, 2.1784, -4.1576], [1.6343, 0.9795, -2.3439], [-0.4600, -0.0881, 0.3334], [-1.8992, -1.3700, 4.3936], [0.4995, -0.0020, 2.3470], [-0.4039, 0.0811, -1.7464], [-0.2585, -0.5924, -0.4787], [-0.0439, 1.2710, 0.0576], [-1.5656, -0.3091, 0.5726], [1.2747, 0.1451, -0.6269], [0.4125, -0.1305, 0.6424], [-0.1640, -0.0736, -0.2924], [0.0473, 0.0296, 0.2330]], "lumo_ha": 0.0969, "multiplicity": 1, "energy_ha": -3732.72472, "homo_energy_ev": -4.2, "mol_weight_g_mol": 372.040, "homo_lumo_gap_ev": 6.87, "total_charge": -1}